47
Properties=species:S:1:pos:R:3:forces:R:3:mulliken_charge:R:1 method="wB97M-V/def2-TZVPD" max_force_ha_per_bohr=0.0707 homo_lumo_gap_ev=5.8 e_tot_ev=-52836.2914 e_above_lowest_kj_mol=0.0
C 2.935 0.460 4.707 -0.03 -0.04 -0.01 -0.5889
C 3.051 -1.064 4.807 0.01 0.03 -0.01 -0.8077
H 3.821 0.894 4.231 -0.12 -0.05 0.05 0.2712
H 2.832 0.916 5.697 0.04 -0.05 -0.15 0.2849
H 2.062 0.753 4.113 0.10 -0.05 0.12 0.0575
H 2.984 -1.533 3.819 0.00 0.07 0.15 0.2111
H 4.007 -1.361 5.253 -0.13 0.04 -0.03 0.3245
H 2.251 -1.482 5.428 0.10 0.06 -0.14 0.2609
C 0.329 2.474 -1.892 -0.10 -0.51 -0.07 -0.0632
C 0.405 3.135 -3.113 -0.03 -0.07 -0.06 -0.7931
C 0.274 2.395 -4.287 0.00 -0.05 0.46 -0.4499
C 0.073 1.023 -4.197 -0.04 -0.11 0.26 -0.6830
H 0.423 2.989 -0.938 -0.07 0.05 -0.21 0.4337
H 0.562 4.208 -3.134 -0.03 -0.16 0.00 0.4033
H 0.327 2.877 -5.258 -0.01 -0.05 0.15 0.4351
H -0.031 0.430 -5.099 0.01 0.11 0.14 0.3050
N 0.136 1.148 -1.801 0.33 0.11 -0.85 0.0625
C 0.007 0.417 -2.938 0.16 1.19 0.18 0.3877
C -0.203 -1.026 -2.742 -0.21 -1.52 0.61 0.9203
N -0.241 -1.457 -1.447 -0.09 -0.62 -1.99 0.0579
C -0.430 -2.769 -1.206 0.08 0.62 -0.13 0.0012
C -0.550 -3.277 -3.544 0.02 0.09 0.53 -0.4536
C -0.588 -3.705 -2.218 0.00 0.08 -0.36 -0.7776
H -0.452 -3.053 -0.161 0.01 0.10 -0.08 0.4018
H -0.737 -4.749 -1.962 0.02 0.15 -0.05 0.3949
C -0.356 -1.926 -3.801 0.05 0.33 0.06 -0.6572
H -0.323 -1.568 -4.823 -0.02 -0.10 0.11 0.2754
H -0.670 -3.981 -4.362 0.01 0.10 0.11 0.4357
Mg 0.000 0.000 0.000 -1.61 0.96 1.25 0.6335
C -0.162 -1.308 1.557 1.25 -0.66 0.32 -1.5057
H 0.641 -2.044 1.424 -0.16 -0.47 0.52 0.4403
H -1.148 -1.781 1.459 0.14 0.09 0.02 0.3269
H -0.075 -0.848 2.541 -0.02 -0.14 0.00 0.2280
F -2.451 0.118 3.422 0.22 2.30 -0.14 -0.2064
C -2.324 1.468 3.145 0.20 -0.44 1.03 0.5523
F -3.291 2.154 3.859 1.46 -1.05 -0.51 -0.2596
F -1.077 1.874 3.589 -2.01 -0.69 -0.39 -0.2238
C -2.467 1.728 1.620 2.62 -1.65 -1.91 0.1595
O -1.443 1.010 0.947 -1.91 1.88 0.76 -0.4588
C -3.836 1.213 1.099 -0.78 -0.45 -0.20 0.5592
F -4.885 1.874 1.715 1.04 -1.16 -1.13 -0.2464
F -3.937 1.406 -0.268 -0.19 -0.42 2.01 -0.2330
F -3.967 -0.143 1.342 -0.11 2.16 -0.56 -0.2161
C -2.286 3.236 1.299 -0.08 0.76 0.08 0.5128
F -3.257 3.999 1.924 1.55 -0.52 -1.10 -0.2518
F -1.043 3.675 1.720 -1.91 -0.30 -0.82 -0.2319
F -2.369 3.454 -0.066 0.23 0.08 1.98 -0.2295


41
Properties=species:S:1:pos:R:3:forces:R:3:mulliken_charge:R:1 method="wB97M-V/def2-TZVPD" max_force_ha_per_bohr=0.0166 smiles=COc1cccc(CNc2ncn[nH]2)c1OCc1ccc(F)cc1 homo_lumo_gap_ev=9.1 e_tot_ev=-30676.9914 e_above_lowest_kj_mol=29.0
C 0.103 -0.531 4.544 0.03 0.02 0.23 -1.0144
O -0.093 -0.741 3.167 -0.21 0.08 -0.48 -0.3375
C -0.759 0.215 2.446 0.08 -0.14 -0.05 1.1701
C -1.300 1.365 3.006 0.10 -0.10 0.12 -0.5750
C -1.995 2.270 2.224 -0.06 0.02 -0.05 -1.1362
C -2.156 2.042 0.872 0.01 -0.04 0.04 -0.6751
C -1.606 0.913 0.283 0.21 -0.22 0.12 1.0036
C -1.721 0.637 -1.199 0.18 -0.20 -0.01 -0.8163
N -1.952 1.806 -2.018 -0.58 -0.12 0.03 -0.2480
C -0.930 2.693 -2.142 0.39 0.66 -0.32 0.3866
N 0.344 2.462 -1.899 -0.42 -0.69 0.27 -0.4273
C 0.947 3.617 -2.257 -0.44 0.22 -0.15 -0.0943
N 0.140 4.542 -2.701 0.37 0.74 -0.20 -0.7658
N -1.079 3.954 -2.624 0.07 -0.59 0.24 0.1943
C -0.903 -0.007 1.064 -0.12 0.24 0.09 -0.0629
O -0.443 -1.116 0.412 -0.21 0.00 0.16 -0.4671
C 0.831 -1.633 0.752 0.46 -0.28 0.24 -0.5389
C 1.392 -2.402 -0.416 -0.14 0.14 -0.01 0.2726
C 2.751 -2.691 -0.458 -0.23 0.01 -0.02 -0.5113
C 3.286 -3.417 -1.505 -0.01 -0.13 -0.19 -0.6079
C 2.444 -3.846 -2.514 -0.07 0.06 0.10 0.3473
F 2.960 -4.556 -3.542 -0.03 0.05 0.06 -0.3285
C 1.090 -3.571 -2.500 0.22 -0.13 -0.12 -0.6495
C 0.569 -2.848 -1.441 0.10 0.06 0.12 -0.2477
H -0.848 -0.476 5.083 0.04 0.02 -0.02 0.3718
H 0.685 0.376 4.736 -0.04 -0.03 -0.01 0.4013
H 0.663 -1.397 4.893 -0.04 0.08 0.03 0.2499
H -1.194 1.559 4.061 0.04 -0.03 0.10 0.4176
H -2.414 3.153 2.680 -0.03 0.08 0.04 0.3707
H -2.701 2.757 0.276 -0.01 0.07 -0.09 0.2728
H -0.784 0.187 -1.536 -0.22 -0.05 0.01 0.3703
H -2.532 -0.073 -1.386 0.13 0.00 -0.04 0.3231
H -2.875 2.212 -1.956 0.12 -0.04 -0.03 0.3166
H 2.005 3.760 -2.180 0.25 0.13 -0.02 0.4466
H -1.901 4.439 -2.941 0.11 -0.08 0.03 0.1986
H 0.750 -2.303 1.620 0.00 0.23 -0.18 0.3003
H 1.513 -0.816 1.018 -0.10 -0.06 -0.01 0.3962
H 3.396 -2.345 0.336 0.10 0.06 0.08 0.3993
H 4.339 -3.648 -1.550 0.10 -0.03 -0.03 0.4327
H 0.462 -3.920 -3.304 -0.04 -0.05 -0.10 0.4320
H -0.484 -2.622 -1.405 -0.11 0.02 -0.04 0.4293